(1)
Computed, not measured: a structure of composition C47H45BMgN7O4, with wB97M-V/def2-TZVPD.

Atoms and positions in Å:
H  3.321  -4.388  0.634
H  -3.941  3.042  0.368
N  -3.267  0.761  1.445
H  -1.167  1.592  3.233
H  3.049  6.736  -0.016
N  1.867  0.074  2.321
H  0.383  2.714  -6.589
H  0.768  1.451  0.357
H  -0.544  -0.901  -5.425
N  1.486  -0.811  1.325
C  -5.916  -4.193  3.441
H  4.049  5.185  -1.673
C  1.752  3.083  -0.324
C  3.241  4.851  -1.033
C  1.183  3.971  0.596
C  1.956  -0.427  -3.189
C  2.644  3.183  5.059
H  -0.766  0.343  -2.144
C  2.417  2.220  4.092
C  0.881  0.827  2.692
C  1.121  1.860  3.723
C  -0.115  1.872  -7.073
H  3.155  1.282  -5.791
H  -4.409  -1.852  1.504
C  -3.241  2.469  -0.226
C  -1.051  -2.537  3.748
H  3.657  3.464  5.319
H  0.804  -1.357  -7.923
H  -6.655  -2.794  1.995
C  0.224  -4.915  -0.677
C  0.397  -0.534  -5.036
N  0.719  -2.579  -0.637
C  2.063  1.148  -8.038
C  -2.855  2.882  -1.476
H  -3.604  1.417  2.129
H  1.917  1.113  -0.810
C  -0.228  -3.657  -0.737
H  2.826  0.369  -8.090
C  2.783  3.549  -1.146
B  0.945  -1.742  -1.737
O  0.107  -1.672  -2.866
C  -5.779  -3.171  2.510
H  1.646  -2.192  6.504
C  -3.546  -4.129  3.837
C  2.462  0.683  -5.217
C  -1.360  -1.938  4.968
C  2.209  -1.903  1.168
C  0.232  -3.030  3.542
C  2.683  5.722  -0.108
H  3.231  1.713  3.594
H  0.024  -0.187  -8.999
H  -0.578  3.925  5.818
H  1.202  5.931  1.433
O  2.076  -0.923  -1.921
C  -1.483  0.956  -1.616
C  0.035  2.506  4.346
C  1.268  0.260  -5.794
C  -2.746  1.254  0.292
N  1.266  1.796  -0.453
H  -2.671  -4.506  4.353
N  -1.829  0.530  -0.392
H  2.512  2.057  -7.636
H  -1.263  -3.384  -0.890
C  0.180  -0.462  -7.954
H  2.193  -3.305  4.365
H  -0.633  -1.313  6.886
C  2.357  -4.187  0.176
C  -1.973  2.094  -2.212
C  1.648  5.269  0.702
H  -0.469  2.196  -8.056
C  -2.046  -2.493  2.616
H  -0.468  -5.740  -0.782
C  0.888  -2.301  5.738
C  -4.794  -4.678  4.096
C  1.837  -2.873  0.261
H  -4.896  -5.484  4.813
H  3.769  0.677  -3.490
H  1.993  -6.201  -0.434
H  -3.236  3.807  -1.890
Mg  -0.427  -0.725  0.826
C  -4.530  -2.635  2.240
H  3.086  -2.057  1.795
H  0.472  -3.494  2.591
C  0.271  3.454  5.337
H  1.733  1.371  -9.055
N  -1.776  -1.936  1.523
O  -0.347  0.723  2.194
C  1.193  -2.921  4.534
H  -6.893  -4.612  3.652
H  -0.980  1.594  -6.467
H  -0.794  -0.705  -7.530
C  1.611  -5.192  -0.363
H  -1.653  2.377  -3.204
H  -2.358  -1.548  5.137
C  2.827  0.350  -3.911
H  -2.840  -0.095  1.788
C  -0.392  -1.809  5.953
C  1.566  3.796  5.687
C  -3.399  -3.097  2.912
H  1.734  4.547  6.449
O  -1.246  2.226  3.999
H  3.224  2.875  -1.873
C  0.765  -0.872  -3.757
H  0.385  3.621  1.244
C  0.862  0.692  -7.203

Its energy is -74219.64452 eV. For the HOMO-LUMO gap, the calculation gives 5.47 eV. The total charge is -1.

Results of the Mulliken charge analysis, in e, for atoms 1 through 6: H 0.416; H 0.412; N -0.168; H 0.143; H 0.361; N -1.163

---

(2)
Computed, not measured: a structure of composition C47H45BrN6O4RbSSi, with wB97M-V/def2-TZVPD.

Atoms and positions in Å:
C  4.523  2.140  4.136
O  0.364  1.756  -0.698
C  -1.184  0.533  4.408
C  -4.954  0.844  0.582
H  3.156  5.040  -2.732
H  0.220  -6.166  -2.982
C  2.579  0.208  -2.631
C  -6.884  2.347  0.630
H  -5.128  3.801  2.777
S  -0.590  -3.598  0.176
H  -1.731  -6.199  0.922
C  -0.114  3.412  -3.967
H  -1.144  1.951  6.098
H  1.184  0.944  -4.074
C  3.240  1.913  4.602
C  -0.568  -6.314  -2.237
C  3.720  -0.555  -2.421
C  2.762  -5.808  0.190
H  -1.465  3.851  -1.073
H  5.684  0.956  -1.615
H  -1.428  3.041  -5.302
C  -7.720  3.318  0.098
C  3.845  -1.019  -4.788
H  4.550  -1.769  -0.896
C  2.235  4.589  -3.081
H  -1.549  -0.496  4.477
H  -5.497  2.213  4.649
H  -6.135  3.786  -2.850
C  -6.347  3.392  -1.863
Rb  0.554  -0.378  0.688
N  2.669  0.791  2.564
C  1.115  -8.353  -0.814
C  3.702  -4.873  0.622
C  -4.541  2.244  4.138
C  -0.658  1.032  5.776
C  2.349  1.238  3.773
N  0.004  0.538  3.549
C  -2.617  1.068  -0.437
H  -3.695  0.674  5.327
H  5.860  1.820  2.474
C  1.523  3.722  -2.262
C  -4.334  3.136  3.093
C  -1.152  -7.096  0.708
C  3.239  -3.593  0.865
C  -3.684  0.485  0.381
N  -2.528  2.341  -0.528
H  4.335  -1.509  -5.620
C  2.707  -0.250  -4.998
C  2.077  0.352  -3.920
C  4.269  0.439  0.810
C  0.342  3.129  -2.680
H  -1.202  -7.141  -2.575
H  -0.698  -7.448  1.639
Br  -3.053  -1.071  1.295
C  4.343  -1.172  -3.504
N  -1.625  2.889  -1.337
H  -1.927  0.381  -0.922
H  -5.497  0.283  1.336
H  1.907  -8.257  -1.562
C  -5.754  1.898  -0.059
C  3.909  1.000  2.136
H  -1.160  -5.405  -2.181
C  -7.450  3.851  -1.153
H  2.313  5.523  -5.016
H  -0.715  0.284  6.565
C  1.433  -5.459  0.024
O  0.735  1.323  5.535
O  -1.265  2.796  -4.388
C  0.593  4.266  -4.804
C  4.871  1.677  2.880
C  -3.526  1.382  4.521
H  1.863  3.444  -1.270
C  1.054  -4.110  0.313
H  -1.161  2.282  2.272
N  1.979  -3.207  0.715
H  6.560  -0.464  -0.978
C  0.959  0.995  4.235
C  -0.377  2.151  -1.733
H  -2.976  3.781  1.564
H  4.745  -5.127  0.765
C  1.766  4.858  -4.357
H  -4.657  2.088  -1.898
C  5.647  0.123  -0.911
H  -1.822  -7.880  0.341
H  0.420  -9.121  -1.167
H  3.085  -6.824  -0.021
H  -8.096  4.609  -1.579
H  1.566  -8.717  0.113
C  -5.509  2.428  -1.328
H  2.306  -0.132  -5.997
C  -2.098  2.286  2.818
H  2.922  2.246  5.578
H  5.221  -1.789  -3.338
O  5.559  0.662  0.426
Si  0.177  -6.725  -0.565
H  2.049  0.677  -1.804
C  -2.292  1.412  3.878
H  5.243  2.668  4.747
H  3.926  -2.819  1.209
H  -8.584  3.651  0.660
N  3.526  -0.248  0.059
H  0.225  4.463  -5.807
H  -0.745  1.316  -2.375
H  -7.104  1.922  1.603
C  -3.122  3.138  2.422
C  4.354  -0.704  -1.062

Its energy is -156013.84584 eV. For the HOMO-LUMO gap, the calculation gives 5.80 eV. The total charge is -1.

Results of the Mulliken charge analysis, in e, for atoms 1 through 6: C -0.493; O -0.448; C -0.238; C -1.005; H 0.383; H 0.319

---

(3)
Computed, not measured: a structure of composition C47H45CrGeN11O2S2, with wB97M-V/def2-TZVPD.

Atoms and positions in Å:
C  2.283  1.074  -3.124
H  0.853  -0.764  6.447
H  5.798  1.422  -1.403
H  2.798  2.223  0.030
H  -1.204  -3.532  0.276
Ge  -1.784  -1.420  2.319
H  6.927  1.674  -0.066
C  -3.309  -3.611  -3.339
N  1.193  3.471  0.110
N  0.817  2.884  -1.046
N  -1.676  1.380  -0.341
H  2.628  -3.417  0.260
C  0.956  2.747  1.181
H  -1.050  -0.253  7.930
H  -5.927  -4.280  1.529
C  -2.504  -2.496  -2.826
H  4.512  -2.442  -0.959
H  -4.648  -2.462  2.608
N  -3.999  1.387  1.193
H  1.739  6.670  -3.821
C  -3.489  -5.737  -4.438
H  0.862  -1.603  -5.312
C  -0.146  -0.705  6.046
H  2.342  4.986  1.623
H  -5.239  -2.839  -2.722
C  1.683  5.591  -3.679
N  1.122  0.539  -2.725
C  2.087  5.239  3.733
H  0.032  1.320  2.724
C  -1.653  -0.830  4.189
C  -2.734  -0.544  5.014
S  1.607  5.272  -1.876
C  -2.922  -1.740  -1.727
C  1.927  4.585  2.534
N  3.579  1.593  -0.023
H  3.886  1.031  -4.564
C  -2.959  -4.733  -0.023
H  -1.627  -4.741  -4.107
H  0.478  -1.109  4.032
C  -0.540  -1.095  -2.897
C  0.643  -0.487  -3.466
H  -4.855  -5.723  -0.150
H  2.699  1.871  -2.523
H  4.924  -2.399  0.760
C  -4.184  -3.080  1.848
H  2.632  6.169  3.776
H  -3.886  -1.913  -1.279
C  -4.899  -4.105  1.251
C  -0.355  -0.900  4.694
H  -4.347  -0.512  0.528
H  -2.477  -5.411  -0.709
N  -4.793  -5.739  -4.280
H  -3.065  -6.593  -4.943
H  -0.448  -1.208  1.523
H  -6.476  -4.803  -3.606
H  -1.456  3.349  0.269
N  2.094  -0.126  -0.425
H  0.363  3.108  5.740
C  -2.244  -3.689  0.540
C  -2.107  -0.733  -1.228
N  4.381  -0.566  -0.036
H  -1.043  -2.530  -4.402
C  -2.697  -4.689  -3.986
C  0.444  4.999  -4.302
C  4.234  -2.007  0.009
H  2.599  5.125  -4.050
O  -0.012  1.672  3.636
C  0.670  2.837  3.650
Cr  0.283  0.939  -0.927
H  2.114  -1.859  -1.618
C  2.935  0.625  -4.259
C  5.930  1.328  -0.323
C  4.860  2.126  0.401
C  1.209  3.380  2.467
H  -3.735  -0.473  4.613
C  -2.507  0.302  -0.306
H  0.518  4.935  -5.387
N  -0.868  -0.499  -1.726
C  2.802  -2.349  0.364
C  -3.233  2.469  1.089
H  -0.458  5.552  -4.030
H  1.624  5.240  5.828
C  -4.699  -3.646  -3.190
C  5.761  -0.118  0.105
N  2.406  -0.303  -5.044
C  -2.504  -0.327  6.362
C  1.281  -0.853  -4.660
H  6.075  -0.245  1.148
H  -3.558  3.344  1.629
C  -1.219  -0.417  6.876
C  -4.292  -4.924  0.310
H  0.853  -1.787  -0.363
H  -3.329  -0.087  7.016
H  6.384  -0.770  -0.510
C  3.336  0.272  -0.147
H  4.983  2.023  1.484
C  1.902  -1.559  -0.579
C  -3.662  0.328  0.491
H  2.591  -2.050  1.393
C  0.820  3.521  4.855
C  -2.862  -2.856  1.472
C  1.519  4.711  4.893
C  -1.320  -2.093  -3.459
S  0.259  3.298  -3.643
C  -5.399  -4.738  -3.687
O  0.465  1.551  1.058
C  -2.074  2.465  0.330
H  4.893  3.185  0.149
C  0.877  3.706  -2.071

Its energy is -176539.94826 eV. As for the spin multiplicity: 2. For the HOMO-LUMO gap (alpha / beta), the calculation gives 5.05 / 5.15 eV. The total charge is +3.

Results of the Mulliken charge analysis, in e, for atoms 1 through 6: C -0.616; H 0.465; H 0.259; H -0.022; H 0.310; Ge 0.548

---

(4)
Computed, not measured: a structure of composition C47H46BCrF2GeN5OS, with wB97M-V/def2-TZVPD.

Atoms and positions in Å:
H  3.465  -2.347  1.343
B  2.088  0.760  2.116
C  0.181  -0.993  -3.307
H  1.160  -6.270  -1.340
C  4.190  1.000  -2.224
H  -1.895  3.099  -1.168
C  2.076  4.940  -1.274
C  -3.913  2.688  1.519
C  -0.171  3.464  4.503
C  -2.850  -1.622  5.696
C  1.330  -3.628  0.487
C  -3.515  3.043  0.234
H  -2.145  0.401  5.696
H  3.390  -6.054  1.019
C  5.461  -0.998  -2.679
C  0.927  3.820  6.607
H  1.331  -4.863  -2.402
N  -2.513  -0.878  -0.301
H  -3.343  1.779  3.361
N  2.456  -4.158  1.058
H  -1.714  -2.027  -5.908
H  -0.613  -3.467  -1.804
Ge  -0.576  0.882  3.226
H  -3.035  -0.502  1.642
H  0.638  -1.404  -5.373
C  -1.429  -1.723  -4.909
H  -4.078  -2.306  -5.123
C  -2.951  -1.235  -1.536
H  -0.917  -2.038  2.382
H  2.418  5.785  -0.694
H  2.913  -3.116  2.849
H  -4.213  3.521  -0.440
H  -4.923  2.889  1.851
C  5.296  0.375  -2.783
C  1.722  2.580  -1.497
C  3.242  0.236  -1.559
C  3.399  -1.141  -1.452
C  -1.459  -0.673  3.961
C  0.274  4.326  5.496
C  1.559  5.132  -2.545
H  1.194  -0.711  -3.050
C  -3.403  -0.798  0.672
H  1.285  -2.094  1.637
C  -3.779  -2.007  -4.128
H  0.834  0.523  5.863
C  -2.152  -0.545  5.166
C  -1.313  2.193  0.685
C  0.026  2.089  4.622
C  1.116  4.047  -3.293
N  -0.708  -0.950  -2.330
H  4.626  -2.826  -1.924
C  3.315  -3.297  1.844
H  2.568  3.496  0.247
C  -4.286  -1.550  -1.803
C  -1.462  -1.908  3.311
H  -3.386  -1.513  6.629
N  0.850  -2.457  0.791
H  0.838  1.917  -3.338
C  0.682  1.592  5.752
H  1.278  4.493  7.377
Cr  -0.230  -0.727  0.003
H  2.540  -5.652  2.520
C  2.161  3.660  -0.742
C  -3.013  2.070  2.370
H  6.327  -1.476  -3.115
C  1.189  2.768  -2.768
H  2.543  -5.174  -1.154
C  -0.623  -4.088  -0.903
C  -2.155  -2.984  3.845
H  4.078  2.072  -2.307
C  -5.206  -1.464  -0.742
H  -0.289  2.050  0.357
H  6.036  0.972  -3.300
H  -2.150  -3.939  3.334
H  -1.159  -3.558  -0.119
H  4.282  -3.787  1.952
H  0.115  5.391  5.401
C  -2.852  -2.839  5.035
C  2.506  -5.565  1.431
O  0.872  0.207  2.313
C  -2.399  -1.674  -3.893
H  -5.717  -2.191  -3.308
H  1.643  2.066  7.609
C  -2.216  2.803  -0.178
C  1.133  2.455  6.738
H  -3.392  -3.679  5.452
H  -5.443  -0.992  1.332
C  -4.766  -1.079  0.495
H  1.496  6.131  -2.955
C  1.483  -5.227  -1.381
C  -4.678  -1.944  -3.131
C  -0.134  -1.383  -4.618
N  0.720  -4.402  -0.459
H  1.618  -6.083  1.079
S  1.795  0.952  -0.794
H  -6.248  -1.699  -0.915
H  0.709  4.199  -4.283
H  2.645  -1.721  -0.933
H  -0.675  3.858  3.628
C  4.508  -1.754  -2.010
F  3.151  0.006  1.824
F  2.308  2.069  2.245
C  -1.701  1.802  1.958
H  -1.145  -5.019  -1.131
C  -1.984  -1.285  -2.615

Its energy is -160870.07519 eV. As for the spin multiplicity: 6. For the HOMO-LUMO gap (alpha / beta), the calculation gives 6.06 / 8.16 eV. The total charge is +1.

Results of the Mulliken charge analysis, in e, for atoms 1 through 6: H 0.191; B 0.608; C -0.422; H 0.325; C -0.618; H 0.519